(1)
Molecular formula: C8H15BrIN3O
Method: DFT, ωB97M-V/def2-TZVPD

Results
LUMO, eV: -0.238
Frontier orbital gap, eV: 7.19

Last column: Löwdin charge in e.
Positions of all 29 atoms, in Å:
C1 0.35 2.80 1.16  -0.32
H1 0.13 1.72 -2.51  0.08
H2 -1.86 1.25 1.36  0.05
C2 1.10 -1.86 0.26  -0.15
H3 0.92 0.17 0.45  0.16
C3 -0.90 1.93 -0.54  -0.76
I1 -2.42 2.78 -1.89  0.86
C4 0.23 1.36 -1.48  -0.19
H4 -2.44 -1.91 0.71  0.09
C5 -0.99 -0.52 0.50  -0.49
H5 1.31 -0.42 -1.97  0.13
Br1 -1.17 -0.21 3.39  -0.07
H6 0.87 -2.66 -0.45  0.13
H7 0.79 -2.15 1.27  0.13
H8 -0.45 -0.69 -2.02  0.14
H9 1.21 1.73 -1.14  0.12
H10 3.16 -2.40 0.73  0.09
C6 0.35 -0.19 -1.46  -0.10
N1 -0.37 3.09 0.21  0.08
C7 2.64 -1.58 0.21  -0.05
H11 -2.66 0.72 -0.10  0.06
N2 -1.82 -1.60 -0.03  0.07
H12 -2.44 -1.26 -0.76  0.07
N3 0.40 -0.58 -0.03  -0.08
H13 2.93 -1.51 -0.84  0.07
H14 2.89 -0.66 0.76  0.09
O1 0.80 2.55 2.21  0.18
C8 -1.67 0.87 0.34  -0.19
H15 -0.91 -0.77 1.68  -0.18

=====

(2)
Molecular formula: C8H15ClGaNO2Sc
Method: DFT, ωB97M-V/def2-TZVPD

Results
Net charge: -1
Energy above the lowest of the compared OMol25 structures with the same formula, charge and spin, kJ/mol: 327.9
LUMO (alpha / beta), eV: 1.879 / 1.932
Frontier orbital gap (alpha / beta), eV: 4.94 / 3.96

Last column: Löwdin charge in e.
Positions of all 29 atoms, in Å:
O1 0.61 2.37 2.35  0.03
H1 -2.56 1.41 -1.72  -0.09
N1 -1.20 1.42 1.38  0.05
H2 2.19 0.86 0.57  -0.05
C1 -1.50 1.64 -1.57  -0.21
H3 -3.23 1.11 3.74  0.12
H4 2.08 1.19 -1.18  -0.03
C2 -0.58 2.08 2.37  -0.52
C3 0.51 -4.45 -2.04  -0.31
H5 -0.49 -4.02 -1.91  0.00
C4 -2.49 1.27 1.71  -0.54
H6 -1.52 3.53 3.64  0.12
H7 3.14 -1.47 -3.36  0.00
H8 -1.13 1.93 4.43  0.12
C5 -1.48 2.43 3.51  -0.09
Sc1 1.89 -3.08 -1.82  0.48
H9 3.15 -3.10 -4.07  -0.01
C6 1.62 1.38 -0.21  -0.26
H10 0.54 -4.93 -3.03  -0.01
H11 0.61 -5.23 -1.28  -0.01
Ga1 -0.41 0.83 -0.28  0.46
Cl1 1.93 -2.07 0.05  0.13
H12 1.70 2.47 -0.03  -0.02
H13 4.24 -2.68 -2.74  -0.01
C7 -2.83 1.88 3.03  -0.09
O2 -3.30 0.71 0.99  0.03
H14 -1.14 2.40 -2.29  -0.09
H15 -3.57 2.69 2.88  0.13
C8 3.23 -2.54 -3.13  -0.31

=====

(3)
Molecular formula: C8H15ClI2N2OPYb
Method: DFT, ωB97M-V/def2-TZVPD

Results
Net charge: +2
LUMO (alpha / beta), eV: -8.428 / -9.423
<S²>: 0.75
Frontier orbital gap (alpha / beta), eV: 5.61 / 4.62
Spin multiplicity: 2

Last column: Mulliken spin population.
Positions of all 31 atoms, in Å:
H1 -0.68 -0.06 -4.90  0.00
N1 0.45 -0.30 2.03  0.00
C1 -2.19 -1.50 -2.91  0.00
H2 -2.95 -1.58 -2.12  0.00
H3 1.66 1.34 5.74  0.00
H4 -2.67 1.19 -3.83  0.00
C2 0.65 1.13 5.34  0.00
H5 -0.30 1.61 2.77  0.00
I1 5.09 -1.59 -1.79  0.00
N2 0.71 0.31 4.14  0.00
H6 0.08 0.62 6.13  0.00
O1 2.28 -0.45 -1.34  0.00
H7 -2.66 -1.35 -3.89  0.00
C3 1.08 -1.33 2.71  0.00
P1 -1.09 -0.10 -2.50  0.00
C4 -2.20 1.32 -2.85  0.00
H8 1.69 -1.49 4.85  0.00
Cl1 -2.71 -0.14 0.38  0.01
Yb1 -0.45 0.85 0.30  0.99
H9 -1.60 -2.43 -2.92  0.00
H10 1.36 -2.26 2.23  0.00
C5 1.25 -0.97 4.03  0.00
H11 0.16 2.09 5.10  0.00
H12 0.59 0.83 -3.98  0.00
H13 -1.62 2.26 -2.83  0.00
C6 -0.05 -0.06 -4.00  0.00
C7 1.21 -0.17 -1.02  0.00
C8 0.22 0.66 2.93  0.00
H14 0.60 -0.95 -4.00  0.00
H15 -2.96 1.37 -2.06  0.00
I2 5.04 1.15 -1.76  0.00

=====

(4)
Molecular formula: C8H15EuNOP
Method: DFT, ωB97M-V/def2-TZVPD

Results
LUMO (alpha / beta), eV: -0.805 / -1.148
<S²>: 12.01
Frontier orbital gap (alpha / beta), eV: 4.47 / 4.27
Spin multiplicity: 7

Last column: Mulliken spin population.
Positions of all 27 atoms, in Å:
H1 1.25 -1.51 2.93  0.06
O1 0.94 0.41 1.16  0.02
C1 0.00 0.66 2.01  -0.03
H2 1.69 0.02 -3.65  0.00
H3 -1.16 1.52 4.33  0.00
C2 -1.30 1.69 -3.75  0.01
C3 -0.39 2.70 -3.30  0.01
H4 -1.44 -4.22 -1.94  0.05
H5 1.44 -0.75 4.56  0.00
H6 -2.39 1.79 -3.86  0.00
C4 0.96 2.16 -3.25  0.00
H7 -0.23 -3.73 0.23  0.10
C5 -0.89 0.46 4.30  0.02
Eu1 -0.46 -1.18 -0.14  5.71
C6 1.31 -0.56 3.49  -0.04
H8 -0.95 1.13 1.71  0.00
C7 -0.55 0.45 -3.79  0.02
H9 -0.90 -0.50 -4.22  0.00
H10 1.84 2.69 -2.95  0.00
N1 0.09 0.19 3.26  0.01
P1 -0.13 -3.73 -1.32  0.01
C8 0.86 0.77 -3.56  0.00
H11 -0.67 3.68 -2.92  0.00
H12 -1.83 -0.10 4.11  -0.01
H13 -0.48 0.15 5.27  0.00
H14 2.17 -0.02 3.07  0.00
H15 1.24 -4.19 -1.80  0.04

=====

(5)
Molecular formula: C8H15F6N9OPPdS
Method: DFT, ωB97M-V/def2-TZVPD

Results
Net charge: -2
LUMO (alpha / beta), eV: 4.232 / 4.232
<S²>: 0.75
Frontier orbital gap (alpha / beta), eV: 6.73 / 6.68
Spin multiplicity: 2

Last column: Mulliken spin population.
Positions of all 42 atoms, in Å:
C1 -0.85 -1.45 2.66  0.00
N1 0.33 0.28 3.04  0.00
H1 2.68 2.64 -1.83  0.00
H2 2.10 2.89 1.17  0.00
H3 3.78 1.03 0.62  0.00
C2 3.94 -0.26 -1.59  0.00
F1 0.11 3.76 -1.76  0.00
N2 -1.84 -4.01 0.27  0.00
C3 2.79 3.13 -0.87  0.00
C4 4.98 -1.10 -0.86  0.00
H4 3.86 3.24 -0.65  0.00
Pd1 -0.21 -0.08 -0.04  0.78
H5 5.09 -0.74 0.17  0.00
C5 4.67 -2.59 -0.85  0.00
H6 1.03 2.25 -0.05  0.00
F2 -0.97 4.53 0.10  0.00
H7 -1.91 -3.17 2.65  0.00
H8 2.35 4.12 -0.95  0.00
F3 -2.98 3.91 -0.79  0.00
F4 -1.29 2.37 -0.58  0.01
N3 -0.69 -1.39 3.98  0.00
N4 -0.89 -2.10 -0.26  0.09
N5 -1.53 -3.99 -1.05  0.01
H9 2.27 0.57 1.45  0.01
S1 2.33 -0.28 -0.76  0.00
H10 3.73 -0.67 -2.58  0.00
F5 -1.58 5.31 -1.97  0.00
H11 4.64 -2.98 -1.87  0.00
P1 -1.44 3.84 -1.28  0.00
H12 5.95 -0.93 -1.34  0.00
N6 -1.55 -2.46 2.03  0.00
H13 4.25 0.78 -1.71  0.00
N7 -0.24 -0.44 2.04  0.08
O1 1.42 0.36 -1.81  0.01
N8 0.06 -0.28 4.16  0.01
F6 -1.91 3.14 -2.67  0.00
C6 -1.42 -2.83 0.71  0.00
N9 -0.98 -2.87 -1.37  0.00
C7 2.09 2.34 0.22  0.00
C8 2.69 0.97 0.52  0.00
H14 5.43 -3.14 -0.30  0.00
H15 3.70 -2.80 -0.40  0.00

=====

(6)
Molecular formula: C8H15FN2O2
Method: DFT, ωB97M-V/def2-TZVPD

Results
Energy above the lowest of the compared OMol25 structures with the same formula, charge and spin, kJ/mol: 571.8
LUMO (alpha / beta), eV: 0.030 / 0.030
Frontier orbital gap (alpha / beta), eV: 8.73 / 8.73

Last column: Löwdin charge in e.
Positions of all 28 atoms, in Å:
H1 -2.73 0.85 1.19  0.09
F1 1.32 -2.88 -1.14  -0.06
C1 -1.83 1.38 1.33  -0.24
H2 2.90 -1.78 -1.76  0.14
N1 -1.46 -0.63 -0.82  0.07
C2 1.82 -1.64 -1.62  -0.19
H3 -2.37 -1.81 -2.07  0.06
N2 1.26 0.72 -1.48  -0.40
H4 -2.81 2.42 2.89  0.03
H5 2.43 0.74 0.74  0.10
H6 -0.58 -0.23 1.88  0.14
H7 3.32 -0.88 0.41  0.06
C3 1.54 -0.53 -0.80  -0.24
O1 1.50 1.81 -0.93  0.02
H8 1.46 -1.37 -2.60  0.11
O2 0.84 0.64 -2.60  0.03
H9 -1.88 2.33 0.70  0.14
C4 2.41 -0.37 0.46  -0.02
C5 -0.62 0.56 1.12  -0.18
H10 0.40 1.01 1.13  0.11
C6 -1.99 1.80 2.83  -0.10
H11 -2.14 0.97 3.54  0.07
H12 -0.56 -2.27 -1.96  0.11
C7 -0.60 -0.20 -0.15  -0.07
H13 -1.04 -0.71 -2.80  0.13
C8 -1.38 -1.46 -1.94  -0.08
H14 -0.98 2.27 3.16  0.11
H15 1.82 -0.73 1.27  0.06

=====

(7)
Molecular formula: C8H15FN3OS
Method: DFT, ωB97M-V/def2-TZVPD

Results
Net charge: +1
LUMO, eV: -5.912
Frontier orbital gap, eV: 6.60

Last column: Löwdin charge in e.
Positions of all 29 atoms, in Å:
H1 -3.65 -1.63 0.01  0.13
C1 -3.62 0.66 -0.17  -0.28
H2 -1.18 -1.98 0.44  0.14
N1 2.05 0.92 0.00  0.06
C2 0.63 1.61 -2.30  0.01
F1 0.71 2.38 -3.57  0.00
H3 5.86 -0.41 0.85  0.08
H4 0.66 0.31 2.83  -0.03
H5 -5.44 1.32 0.75  0.09
O1 4.44 -1.53 1.83  -0.16
H6 -1.62 0.62 -2.45  0.14
H7 -1.73 -0.42 1.42  0.12
N2 0.95 0.23 0.30  -0.45
S1 1.11 -0.64 1.85  0.90
C3 5.53 -1.45 0.93  -0.16
H8 -3.69 1.33 -1.13  0.12
C4 -1.51 -0.84 0.32  -0.20
H9 3.73 -0.99 1.46  -0.01
C5 1.86 1.61 -1.28  0.04
H10 5.23 -1.83 -0.05  0.07
H11 -4.81 -0.06 1.43  0.08
N3 -4.97 0.40 0.50  -0.06
C6 -2.93 -0.83 -0.48  -0.18
H12 -2.97 1.24 0.64  0.11
H13 2.79 2.29 -1.60  0.16
C7 -0.32 0.07 -0.39  -0.08
H14 -2.82 -1.04 -1.63  0.11
H15 6.36 -2.05 1.32  0.09
C8 -0.65 0.72 -1.82  0.16

=====

(8)
Molecular formula: C8H15IO3
Method: DFT, ωB97M-V/def2-TZVPD

Results
SMILES: CCOCC(=O)OCCCCI
Energy above the lowest of the compared OMol25 structures with the same formula, charge and spin, kJ/mol: 42.4
LUMO, eV: 0.375
Frontier orbital gap, eV: 9.89

Last column: Löwdin charge in e.
Positions of all 27 atoms, in Å:
C1 1.69 1.05 0.12  -0.10
H1 -4.22 -1.50 -0.29  0.10
H2 -4.69 0.17 -1.64  0.03
O1 2.93 0.58 0.63  -0.12
H3 4.76 0.90 -0.26  0.11
C2 4.37 -1.18 -0.23  -0.06
H4 3.62 -1.82 0.23  0.08
H5 -3.68 1.23 -0.73  0.03
I1 -2.51 0.47 -3.09  0.72
C3 -2.77 -0.59 0.98  -0.17
C4 0.62 0.56 1.08  -0.50
H6 3.52 0.44 -1.39  0.11
H7 -2.63 -1.58 -0.96  0.08
H8 -2.02 1.38 0.45  0.11
H9 -3.61 -0.27 1.60  0.12
O2 -0.47 -0.02 0.53  0.01
C5 -3.68 0.30 -1.28  -0.63
H10 4.62 -1.58 -1.21  0.07
H11 -1.65 0.83 2.04  0.12
O3 0.79 0.66 2.21  0.20
H12 5.30 -1.19 0.33  0.07
H13 1.72 2.14 0.12  0.14
C6 -1.71 0.49 1.01  -0.19
C7 3.88 0.27 -0.37  -0.27
H14 1.47 0.66 -0.87  0.13
H15 -2.35 -1.49 1.41  0.12
C8 -3.30 -0.92 -0.43  -0.30

=====

(9)
Molecular formula: C8H15N
Method: DFT, ωB97M-V/def2-TZVPD

Results
SMILES: [H]/N=C(\C#C)C(C)C.CC
Energy above the lowest of the compared OMol25 structures with the same formula, charge and spin, kJ/mol: 229.5
LUMO, eV: 0.567
Frontier orbital gap, eV: 10.66

Last column: Löwdin charge in e.
Positions of all 24 atoms, in Å:
H1 -0.42 1.82 -2.72  0.06
H2 0.92 0.67 -2.59  0.06
H3 1.74 -2.78 -1.55  0.03
H4 -0.81 0.92 3.49  0.08
C1 -0.11 0.89 -2.27  -0.18
H5 -0.02 1.04 -1.12  0.06
C2 1.60 -2.02 -0.83  0.15
H6 -1.19 -1.46 0.62  0.07
H7 -0.70 -1.18 -2.20  0.04
H8 -0.32 1.92 2.11  0.08
H9 0.40 -1.02 2.47  0.15
C3 1.10 0.02 0.76  -0.41
H10 -1.05 -0.38 -3.74  0.06
C4 -1.28 -0.56 1.22  -0.07
H11 2.70 0.92 0.17  0.07
C5 1.33 -1.15 -0.06  -0.09
H12 0.89 1.27 3.21  0.07
N1 1.94 0.98 0.84  0.18
H13 -2.05 -0.06 -2.32  0.06
C6 -0.05 1.06 2.72  -0.09
H14 -2.02 -0.72 2.00  0.08
C7 0.07 -0.18 1.85  -0.38
H15 -1.63 0.25 0.58  0.08
C8 -1.03 -0.25 -2.65  -0.17